1.
{"formula": "C32H35Cl2HfN5O5PS2", "method": "ωB97M-V/def2-TZVPD", "species": ["Hf", "Cl", "C", "C", "C", "N", "C", "O", "C", "C", "C", "C", "C", "N", "C", "C", "C", "Cl", "N", "C", "O", "C", "C", "C", "C", "C", "N", "H", "H", "H", "H", "H", "H", "H", "H", "H", "H", "O", "C", "C", "C", "C", "C", "C", "C", "C", "N", "H", "H", "H", "H", "H", "H", "H", "H", "H", "H", "H", "C", "C", "C", "O", "P", "S", "S", "O", "C", "C", "C", "H", "H", "H", "H", "H", "H", "H", "H", "H", "H", "H", "H", "H", "H"], "positions_angstrom": [[-0.545, -0.494, 1.006], [-2.634, 4.434, 5.099], [-2.559, 3.369, 3.744], [-2.052, 2.093, 3.925], [-1.982, 1.236, 2.840], [-1.464, -0.087, 2.912], [-2.312, -1.027, 3.450], [-3.426, -0.855, 3.886], [-1.628, -2.369, 3.518], [-2.142, -3.405, 4.275], [-1.344, -4.522, 4.465], [-0.075, -4.549, 3.905], [0.326, -3.491, 3.107], [-0.446, -2.422, 2.892], [-2.432, 1.630, 1.587], [-2.944, 2.909, 1.400], [-2.997, 3.772, 2.481], [-3.620, 5.362, 2.227], [-2.276, 0.627, 0.600], [-3.059, 0.578, -0.500], [-3.979, 1.315, -0.795], [-2.671, -0.558, -1.398], [-3.253, -0.630, -2.646], [-2.837, -1.611, -3.525], [-1.845, -2.477, -3.115], [-1.319, -2.344, -1.842], [-1.724, -1.414, -0.957], [-1.722, 1.774, 4.904], [-3.119, -3.290, 4.718], [-1.693, -5.349, 5.068], [0.599, -5.374, 4.080], [1.304, -3.486, 2.643], [-3.313, 3.229, 0.440], [-4.009, 0.101, -2.895], [-3.268, -1.688, -4.514], [-1.461, -3.253, -3.762], [-0.534, -3.010, -1.545], [1.046, 0.246, 2.377], [2.403, 0.790, 2.431], [3.416, -0.236, 1.999], [3.191, -0.704, 0.550], [2.493, -2.024, 0.393], [3.285, -3.151, 0.165], [2.726, -4.396, -0.032], [1.346, -4.515, 0.037], [0.626, -3.373, 0.306], [1.146, -2.144, 0.455], [0.701, -0.006, 3.249], [2.550, 1.136, 3.453], [2.395, 1.649, 1.756], [3.459, -1.078, 2.696], [4.390, 0.254, 2.060], [4.153, -0.808, 0.047], [2.645, 0.061, -0.004], [4.357, -3.017, 0.125], [3.353, -5.254, -0.229], [0.841, -5.460, -0.088], [-0.450, -3.452, 0.419], [-1.040, 3.973, -1.284], [-0.468, 3.664, -2.648], [-1.332, 2.727, -3.465], [0.881, 3.086, -2.599], [1.660, 2.378, -1.426], [2.173, 3.460, 0.057], [0.418, 0.746, -1.020], [2.910, 1.761, -2.170], [3.089, 1.372, -3.572], [3.337, 2.601, -4.419], [1.981, 0.482, -4.092], [-2.023, 4.425, -1.430], [-0.417, 4.662, -0.723], [-1.171, 3.067, -0.691], [-0.309, 4.595, -3.198], [-1.509, 1.793, -2.926], [-0.866, 2.503, -4.422], [-2.297, 3.198, -3.655], [4.014, 0.791, -3.516], [2.424, 3.171, -4.572], [3.716, 2.288, -5.393], [4.083, 3.243, -3.956], [1.038, 1.018, -4.161], [1.840, -0.394, -3.461], [2.254, 0.147, -5.094]], "e_homo_ha": -0.3842, "de_lowest_ev": 2.267, "largest_force_ev_per_a": 1.046, "charge": 1}

2.
{"formula": "C32H35F6FeN9O8S3", "method": "ωB97M-V/def2-TZVPD", "species": ["Fe", "C", "C", "N", "O", "C", "C", "N", "O", "H", "H", "H", "H", "H", "H", "H", "F", "C", "F", "F", "S", "O", "O", "N", "S", "O", "O", "C", "F", "F", "F", "O", "C", "N", "C", "C", "O", "N", "C", "C", "C", "C", "C", "C", "C", "C", "C", "C", "C", "C", "H", "H", "H", "H", "H", "H", "H", "H", "H", "H", "H", "C", "C", "C", "C", "N", "C", "S", "N", "H", "H", "H", "H", "H", "C", "C", "N", "C", "C", "N", "C", "C", "H", "H", "H", "H", "H", "H", "H", "H", "H", "H", "H", "H"], "positions_angstrom": [[1.314, -0.631, -0.474], [1.630, 0.614, 4.609], [1.062, 0.729, 3.227], [-0.122, 0.397, 2.904], [-0.840, -0.110, 3.970], [1.897, 1.239, 2.118], [2.729, 2.473, 2.244], [1.831, 0.607, 1.017], [2.464, 0.998, -0.086], [1.330, -0.339, 5.042], [1.244, 1.403, 5.258], [2.717, 0.674, 4.586], [-1.654, -0.409, 3.535], [2.852, 2.759, 3.287], [2.230, 3.289, 1.715], [3.705, 2.321, 1.780], [-4.347, -1.364, -0.374], [-4.035, -0.068, -0.279], [-3.806, 0.398, -1.510], [-5.085, 0.581, 0.229], [-2.541, 0.126, 0.781], [-1.510, -0.530, 0.025], [-2.955, -0.454, 2.030], [-2.441, 1.686, 0.902], [-1.241, 2.569, 0.406], [-0.809, 3.495, 1.406], [-0.252, 1.873, -0.374], [-2.076, 3.637, -0.842], [-1.202, 4.538, -1.307], [-3.115, 4.291, -0.323], [-2.510, 2.913, -1.880], [0.578, -2.079, 1.246], [0.137, -2.803, 0.356], [-0.546, -3.979, 0.500], [-0.699, -4.606, -0.808], [-0.161, -3.466, -1.735], [-0.192, -3.532, -2.948], [0.296, -2.461, -0.956], [0.194, -5.837, -0.902], [1.546, -5.702, -1.212], [2.382, -6.807, -1.201], [1.882, -8.061, -0.880], [0.539, -8.203, -0.565], [-0.300, -7.096, -0.577], [-2.151, -4.869, -1.169], [-3.187, -4.383, -0.383], [-4.509, -4.584, -0.762], [-4.804, -5.266, -1.931], [-3.769, -5.741, -2.728], [-2.452, -5.542, -2.352], [-0.376, -4.531, 1.325], [1.956, -4.729, -1.458], [3.430, -6.683, -1.443], [2.536, -8.924, -0.875], [0.139, -9.177, -0.311], [-1.350, -7.213, -0.340], [-2.957, -3.828, 0.517], [-5.306, -4.191, -0.143], [-5.834, -5.418, -2.228], [-3.990, -6.261, -3.651], [-1.646, -5.895, -2.981], [5.547, 2.056, -2.607], [5.487, 1.116, -1.438], [6.250, 1.321, -0.293], [6.101, 0.390, 0.716], [5.253, -0.630, 0.646], [4.544, -0.736, -0.481], [3.286, -1.963, -0.546], [4.654, 0.087, -1.535], [6.567, 2.388, -2.803], [4.942, 2.942, -2.398], [5.143, 1.568, -3.492], [6.931, 2.156, -0.204], [6.685, 0.463, 1.629], [1.780, -0.925, -3.470], [1.530, -0.510, -4.940], [0.727, 0.710, -5.023], [-0.564, 0.454, -4.385], [-0.380, 0.007, -2.916], [1.066, 0.016, -2.563], [1.626, 1.371, -2.801], [1.405, 1.771, -4.279], [2.835, -0.885, -3.210], [1.409, -1.927, -3.276], [1.000, -1.300, -5.476], [2.476, -0.333, -5.457], [-1.083, -0.316, -4.958], [-1.159, 1.368, -4.439], [-0.746, -1.006, -2.761], [-0.897, 0.666, -2.225], [2.684, 1.319, -2.549], [1.153, 2.063, -2.110], [2.358, 1.980, -4.772], [0.794, 2.674, -4.347]], "e_homo_ha": [-0.2144, -0.2123], "de_lowest_ev": 0.782, "largest_force_ev_per_a": 0.621, "multiplicity": 6, "charge": -1}

3.
{"formula": "C32H35IN6OTm", "method": "ωB97M-V/def2-TZVPD", "species": ["Tm", "C", "C", "C", "C", "C", "C", "C", "C", "C", "C", "H", "H", "H", "H", "H", "H", "H", "H", "H", "H", "H", "H", "H", "H", "N", "C", "N", "C", "N", "N", "C", "C", "C", "C", "C", "C", "N", "C", "C", "C", "C", "C", "C", "H", "H", "H", "H", "H", "H", "H", "H", "H", "H", "H", "I", "C", "C", "C", "C", "C", "N", "H", "H", "H", "H", "C", "C", "C", "O", "H", "H", "H", "H", "H", "H"], "positions_angstrom": [[-7.873, -16.541, -4.535], [-6.491, -12.191, -2.452], [-7.775, -12.976, -2.219], [-8.810, -12.575, -3.326], [-7.595, -14.483, -2.162], [-6.314, -15.078, -2.313], [-6.053, -16.418, -2.024], [-7.096, -17.200, -1.578], [-6.885, -18.615, -0.982], [-8.397, -16.690, -1.583], [-8.653, -15.357, -1.892], [-6.676, -11.138, -2.303], [-6.082, -12.260, -3.473], [-5.681, -12.446, -1.749], [-8.288, -12.804, -1.263], [-8.363, -12.874, -4.264], [-9.006, -11.490, -3.224], [-9.789, -12.992, -3.091], [-5.487, -14.503, -2.695], [-5.047, -16.842, -2.159], [-6.200, -18.595, -0.171], [-6.429, -19.320, -1.734], [-7.830, -18.966, -0.534], [-9.184, -17.363, -1.254], [-9.658, -14.899, -1.773], [-11.499, -13.858, -5.557], [-10.736, -14.818, -5.065], [-9.564, -15.275, -5.544], [-9.179, -14.776, -6.794], [-8.172, -15.254, -7.516], [-7.567, -16.309, -6.858], [-6.925, -17.159, -7.584], [-6.256, -18.233, -6.834], [-5.527, -19.239, -7.514], [-4.812, -20.164, -6.740], [-4.891, -20.098, -5.337], [-5.681, -19.100, -4.791], [-6.412, -18.207, -5.476], [-9.944, -13.686, -7.405], [-9.593, -13.123, -8.637], [-10.334, -12.159, -9.161], [-11.461, -11.662, -8.497], [-11.905, -12.183, -7.311], [-11.141, -13.229, -6.782], [-12.349, -13.619, -5.109], [-11.074, -15.316, -4.192], [-6.890, -17.045, -8.647], [-5.432, -19.228, -8.597], [-4.122, -20.833, -7.231], [-4.314, -20.812, -4.765], [-5.761, -19.061, -3.691], [-8.732, -13.441, -9.270], [-10.105, -11.738, -10.128], [-11.967, -10.768, -8.896], [-12.807, -11.851, -6.840], [-10.884, -17.803, -7.141], [-10.493, -18.789, -5.299], [-11.160, -20.035, -5.154], [-10.965, -20.831, -4.016], [-10.004, -20.423, -3.131], [-9.263, -19.275, -3.421], [-9.527, -18.408, -4.459], [-11.896, -20.307, -5.917], [-11.579, -21.693, -3.886], [-9.797, -21.108, -2.244], [-8.437, -18.892, -2.801], [-4.042, -14.325, -5.713], [-5.507, -14.140, -5.660], [-6.164, -12.891, -6.245], [-6.236, -14.958, -5.116], [-3.737, -15.044, -6.499], [-3.753, -14.707, -4.740], [-3.545, -13.375, -5.983], [-5.925, -12.793, -7.330], [-5.744, -11.964, -5.827], [-7.226, -13.078, -6.134]], "e_homo_ha": [-0.5981, -0.5982], "de_lowest_ev": 0.000, "largest_force_ev_per_a": 2.973, "multiplicity": 3, "charge": 3}

4.
{"formula": "C32H35N10O4Pb", "method": "ωB97M-V/def2-TZVPD", "species": ["Pb", "N", "C", "C", "N", "C", "C", "N", "C", "C", "N", "H", "H", "H", "H", "H", "H", "H", "H", "H", "H", "H", "H", "H", "H", "H", "H", "H", "H", "C", "C", "N", "C", "C", "N", "C", "C", "C", "C", "C", "N", "C", "C", "N", "C", "C", "N", "C", "C", "C", "N", "C", "C", "H", "H", "H", "H", "H", "H", "H", "H", "H", "H", "H", "H", "O", "C", "O", "C", "C", "C", "C", "O", "C", "O", "C", "C", "H", "H", "H", "H", "H"], "positions_angstrom": [[0.538, -0.580, -0.085], [0.690, -2.025, -2.216], [1.637, -3.142, -2.260], [2.696, -3.095, -1.162], [2.180, -2.764, 0.223], [1.403, -3.931, 0.751], [0.627, -3.703, 2.028], [-0.197, -2.494, 1.849], [3.307, -2.384, 1.083], [2.931, -1.450, 2.257], [2.381, -0.191, 1.750], [-0.332, -2.345, -2.116], [0.763, -1.494, -3.082], [2.132, -3.175, -3.260], [1.046, -4.084, -2.199], [3.531, -2.441, -1.385], [3.208, -4.057, -1.207], [2.115, -4.759, 0.940], [0.694, -4.251, -0.025], [1.275, -3.670, 2.941], [-0.054, -4.600, 2.111], [-0.632, -2.221, 2.754], [-0.956, -2.714, 1.198], [4.061, -1.927, 0.431], [3.714, -3.310, 1.502], [3.876, -1.275, 2.815], [2.231, -1.957, 2.975], [3.146, 0.341, 1.255], [2.066, 0.361, 2.559], [-3.762, 1.440, -1.472], [-2.573, 1.098, -2.107], [-1.409, 1.614, -1.696], [-1.366, 2.308, -0.546], [-2.594, 2.698, 0.024], [-3.732, 2.256, -0.422], [-0.070, 2.834, -0.095], [-0.097, 4.055, 0.561], [1.079, 4.752, 0.788], [2.236, 4.164, 0.298], [2.201, 2.865, -0.229], [1.042, 2.166, -0.408], [3.442, 2.355, -0.822], [4.674, 2.995, -0.663], [5.731, 2.689, -1.426], [5.667, 1.586, -2.138], [4.524, 0.829, -2.142], [3.423, 1.146, -1.397], [1.161, 6.075, 1.494], [2.206, 6.984, 1.359], [2.107, 8.233, 2.106], [1.034, 8.527, 2.794], [-0.003, 7.688, 2.885], [0.041, 6.436, 2.270], [-4.707, 0.975, -1.778], [-2.553, 0.432, -2.980], [-2.667, 3.363, 0.917], [-1.025, 4.611, 0.716], [3.162, 4.649, 0.459], [4.888, 3.932, -0.120], [6.541, 1.181, -2.670], [4.447, -0.070, -2.753], [3.034, 6.778, 0.728], [2.981, 8.918, 2.150], [-0.871, 8.082, 3.414], [-0.739, 5.711, 2.437], [-1.844, -2.814, -1.925], [-2.426, -2.232, -0.997], [-1.946, -1.307, -0.221], [-3.877, -2.742, -0.765], [-4.861, -2.072, 0.010], [-6.158, -2.624, 0.207], [-6.490, -3.806, -0.468], [-7.508, -4.655, -0.302], [-7.162, -5.926, -0.867], [-5.911, -5.717, -1.543], [-5.433, -4.451, -1.192], [-4.194, -3.954, -1.380], [-4.540, -1.117, 0.485], [-6.888, -2.166, 0.893], [-7.838, -6.219, -1.693], [-6.951, -6.760, -0.179], [-3.508, -4.457, -2.024]], "e_homo_ha": [-0.5734, -0.5728], "de_lowest_ev": 0.951, "largest_force_ev_per_a": 4.419, "charge": 3}